A 4-piece molecular cluster, C42H84N5O11PS3 overall in a non-equilibrium geometry. Source: the OMol25 dataset; level of theory: ωB97M-V/def2-TZVPD.

Computed properties:
Net charge: 0
SMILES string: CCCCO[C@]1(P(O)O)[C@H](O)[C@](COC(C)=O)(C[C@H](C)O)S(=O)(=O)O[C@@]1(CCCSC(=S)n1ccnc1)C[C@H]1CO1.CCN(CC)CC.CCN(CC)CC.CCN(CC)CC
Energy relative to the best compared isomer or geometry (same formula, charge and spin) (kJ/mol): 931.6
Highest occupied orbital energy (hartree): -0.2877
Calculated total energy (eV): -116667.3691
Multiplicity: 1
LUMO energy (eV): -1.21
Frontier orbital gap (eV): 6.621

Each line ends with the Mulliken charge.
Cartesian coordinates (Å):
C 5.92 -4.50 3.06  -1.107
C 5.30 -3.88 1.69  -0.422
C 3.77 -3.35 1.92  -0.494
C 3.32 -2.58 0.55  -0.033
O 1.92 -2.78 0.40  -0.317
C 1.22 -2.12 -0.64  2.045
P -0.11 -3.51 -1.05  -0.514
O -1.42 -2.82 -1.92  -0.248
O -0.59 -4.30 0.39  -0.467
C 1.88 -1.89 -2.07  -2.812
O 2.83 -2.91 -2.50  -0.524
C 2.38 -0.37 -2.43  2.060
C 2.47 -0.44 -4.07  -1.688
O 2.86 0.82 -4.66  -0.169
C 2.26 1.01 -5.94  0.679
C 1.69 2.45 -6.31  -0.848
O 2.18 0.10 -6.79  -0.566
C 3.85 -0.01 -1.98  -1.234
C 4.19 1.44 -1.42  1.613
C 4.29 2.61 -2.51  -1.012
O 5.55 1.33 -0.83  -0.715
S 0.96 0.71 -2.07  1.144
O 1.21 2.11 -1.59  -0.427
O 0.19 0.92 -3.38  -0.776
O -0.14 -0.11 -1.12  -0.140
C 0.47 -0.82 0.01  -0.087
C 1.42 0.16 0.85  0.059
C 1.68 -0.16 2.38  0.005
C 2.55 1.09 2.98  -0.750
S 1.59 2.66 3.12  -0.033
C 2.04 3.82 1.72  0.072
S 3.67 4.13 1.43  -0.181
N 1.00 4.41 0.86  0.393
C 1.36 4.94 -0.45  -0.283
C -0.01 5.41 -1.03  -0.391
N -1.08 5.19 -0.06  -0.573
C -0.42 4.59 1.06  -0.100
C -0.80 -1.17 0.92  -1.619
C -1.64 0.33 1.16  0.667
C -2.60 0.36 2.56  -1.165
O -1.19 1.14 2.34  -0.080
H 6.04 -3.70 3.88  0.276
H 6.98 -4.86 2.81  0.355
H 5.30 -5.36 3.48  0.286
H 5.38 -4.66 0.86  0.358
H 5.95 -2.95 1.44  0.230
H 3.82 -2.66 2.82  0.123
H 3.08 -4.25 2.03  0.270
H 4.02 -2.99 -0.26  0.421
H 3.66 -1.48 0.73  0.003
H -2.23 -3.28 -1.56  0.165
H -1.55 -4.19 0.58  0.316
H 1.01 -2.02 -2.83  0.959
H 2.56 -3.20 -3.41  0.429
H 3.34 -1.18 -4.31  0.563
H 1.54 -0.89 -4.56  0.516
H 2.31 2.83 -7.20  0.353
H 0.59 2.42 -6.68  0.278
H 1.85 3.18 -5.44  0.154
H 4.27 -0.76 -1.19  -0.004
H 4.58 -0.17 -2.87  0.817
H 3.53 1.83 -0.58  -0.833
H 4.52 3.58 -1.92  0.397
H 5.15 2.49 -3.26  0.261
H 3.27 2.80 -3.04  0.035
H 5.78 2.17 -0.38  0.459
H 2.43 0.24 0.32  -0.534
H 0.94 1.21 0.79  0.329
H 2.34 -1.08 2.60  -0.341
H 0.76 -0.29 3.04  0.435
H 2.83 0.77 4.06  0.474
H 3.56 1.20 2.42  0.359
H 2.38 4.97 -0.97  0.301
H -0.05 5.85 -2.08  0.311
H -0.92 4.28 2.03  0.389
H -0.60 -1.59 1.95  0.515
H -1.65 -1.72 0.41  0.528
H -2.07 0.88 0.18  0.222
H -2.28 0.40 3.65  0.466
H -2.50 -0.82 2.55  0.229
C -6.36 0.15 -4.45  -1.425
C -5.71 1.49 -4.09  -0.328
N -5.32 1.60 -2.69  0.215
C -4.95 2.96 -2.29  -0.765
C -3.72 3.58 -2.94  -0.616
C -4.45 0.54 -2.17  -1.254
C -3.10 0.34 -2.87  0.599
H -7.22 -0.05 -3.81  0.330
H -6.70 0.18 -5.48  0.458
H -5.66 -0.68 -4.36  0.214
H -6.44 2.27 -4.31  0.496
H -4.85 1.65 -4.76  0.257
H -4.84 3.00 -1.20  0.345
H -5.81 3.61 -2.50  0.399
H -2.80 3.16 -2.53  -0.032
H -3.70 4.65 -2.74  0.403
H -3.71 3.45 -4.03  0.269
H -4.99 -0.40 -2.21  0.353
H -4.27 0.71 -1.10  0.276
H -3.18 0.36 -3.96  0.489
H -2.69 -0.64 -2.59  -0.179
H -2.37 1.09 -2.56  -0.396
C -5.36 -4.26 -2.73  -1.339
C -4.43 -5.33 -3.29  -0.483
N -4.25 -6.48 -2.40  0.174
C -3.16 -7.36 -2.81  -0.499
C -3.30 -8.09 -4.15  -1.046
C -5.47 -7.16 -1.97  -0.698
C -6.39 -7.72 -3.05  -0.985
H -5.03 -3.92 -1.75  0.298
H -5.37 -3.39 -3.40  0.269
H -6.39 -4.62 -2.64  0.417
H -3.46 -4.85 -3.44  0.493
H -4.80 -5.63 -4.27  0.258
H -2.97 -8.10 -2.02  0.439
H -2.24 -6.76 -2.85  0.142
H -4.00 -8.92 -4.08  0.222
H -2.33 -8.51 -4.44  0.439
H -3.61 -7.42 -4.95  0.262
H -6.05 -6.46 -1.36  0.374
H -5.21 -7.96 -1.27  0.376
H -6.53 -7.03 -3.88  0.260
H -7.37 -7.93 -2.63  0.368
H -6.01 -8.67 -3.45  0.276
C 3.50 4.11 9.77  -1.441
C 3.35 4.34 8.27  -0.267
N 1.96 4.38 7.82  0.151
C 1.83 4.31 6.36  -0.596
C 2.40 5.47 5.55  -0.574
C 1.10 5.35 8.48  -0.682
C 1.50 6.82 8.42  -0.969
H 2.98 3.21 10.09  0.329
H 4.56 4.00 10.03  0.434
H 3.12 4.96 10.35  0.301
H 3.86 3.50 7.77  0.387
H 3.90 5.25 8.00  0.252
H 0.78 4.18 6.10  0.281
H 2.32 3.39 6.02  0.302
H 1.77 6.36 5.61  0.217
H 2.45 5.19 4.49  0.045
H 3.41 5.75 5.86  0.257
H 1.01 5.06 9.53  0.398
H 0.08 5.25 8.09  0.326
H 2.56 6.97 8.61  0.246
H 0.95 7.38 9.18  0.373
H 1.25 7.27 7.46  0.277